(1)
DFT (wB97M-V/def2-TZVPD) results for a structure of composition C18H12F5MoN4O2.

```
42
Properties=species:S:1:pos:R:3:forces:R:3
Mo 0.15774 0.87583 0.38623 0.3 0.1 -0.1
C 1.91587 1.19597 2.74963 -0.1 0.0 0.0
N 0.46505 0.95270 2.50925 0.0 -0.1 0.0
C 0.05446 -0.29612 3.21021 0.0 0.1 0.0
C -0.33698 2.11223 3.03136 0.0 -0.1 0.0
C -0.23783 3.24157 2.05322 0.0 0.1 0.0
C -0.35710 4.57332 2.41739 0.0 0.0 0.0
C -0.28049 5.55190 1.43608 0.0 0.0 0.0
C -0.07387 5.21046 0.10466 0.0 0.0 0.0
C 0.05791 3.87988 -0.25994 0.0 0.0 0.0
C -0.03310 2.88429 0.71440 0.0 0.0 0.1
H 2.09529 1.23863 3.82542 0.0 0.0 0.0
H 2.21251 2.13810 2.29274 0.0 0.0 0.0
H 2.49354 0.37510 2.32667 0.0 0.0 0.0
H 0.15295 -0.14394 4.28642 0.0 0.0 0.0
H 0.69006 -1.11716 2.89536 0.0 0.0 0.0
H -0.98093 -0.52264 2.96453 0.0 0.0 0.0
H 0.02897 2.36170 4.02987 0.0 0.0 0.0
H -1.37062 1.77067 3.12144 0.0 0.0 0.0
H -0.50600 4.85293 3.45310 0.0 0.0 0.0
H -0.37021 6.59361 1.71348 0.0 0.0 0.0
H -0.00514 5.98685 -0.64503 0.0 0.0 0.0
H 0.24061 3.62023 -1.29619 0.0 0.0 0.0
O 1.64060 1.00104 -0.87226 -0.1 0.0 0.1
N 2.59960 0.29697 -1.46433 0.1 -0.1 0.0
C 2.64387 -0.97103 -1.23237 0.0 0.1 -0.1
C 3.63177 -1.78475 -1.86997 0.0 0.0 0.0
N 4.41037 -2.47583 -2.35050 0.0 0.0 0.0
C 1.68016 -1.50623 -0.31377 -0.1 0.1 0.1
N 0.82618 -1.57412 0.45623 0.1 -0.2 0.0
F -5.69144 -2.46925 -2.17921 0.0 0.0 0.0
C -4.68686 -1.80504 -1.63234 0.0 0.0 0.0
C -3.39653 -1.99009 -2.10605 0.0 0.0 0.0
F -3.16458 -2.82937 -3.10477 0.0 0.0 0.0
C -2.35330 -1.29311 -1.52791 0.0 0.1 0.0
F -1.10312 -1.43874 -1.98520 0.0 0.0 0.0
C -2.57726 -0.41285 -0.47819 0.1 -0.2 -0.1
O -1.55149 0.25972 0.07546 -0.3 0.2 0.0
C -3.87356 -0.22734 -0.01723 0.1 0.0 0.0
F -4.09248 0.62111 0.98581 0.0 0.0 0.0
C -4.92568 -0.92158 -0.58900 0.0 0.0 0.0
F -6.15973 -0.73835 -0.14530 0.0 0.0 0.0
```
Positions in Å, forces in eV/Å.

<S²>: 2.01
Total charge: +1
2S+1: 3
M: 507.25 g/mol
HOMO energy (spin up / spin down): -11.8 / -12.3 eV

From a Mulliken analysis of the wavefunction, the atomic charges in e read: Mo 0.484; C -0.902; N -0.100; C -1.043; C -0.519; C 1.059; C -1.055; C -0.524; C -0.690; C -0.055; C 0.455; H 0.390; H 0.393; H 0.312; H 0.395; H 0.413; H 0.304; H 0.460; H 0.390; H 0.457; H 0.418; H 0.439; H 0.524; O -0.438; N -0.345; C 0.783; C -0.180; N -0.296; C 0.714; N -0.532; F -0.270; C 0.486; C 0.077; F -0.271; C 0.514; F -0.232; C -0.415; O -0.384; C 0.110; F -0.276; C 0.219; F -0.269

***

(2)
DFT (wB97M-V/def2-TZVPD) results for the molecule C25H27NO2.

```
55
Properties=species:S:1:pos:R:3:forces:R:3
O -0.82918 -1.32683 1.77588 -0.1 -0.4 0.0
C -0.17231 -0.08882 1.93147 0.5 0.4 0.1
C 1.32002 -0.35112 2.20264 -0.5 0.2 0.2
O 1.88588 -1.23669 1.26543 0.2 -0.3 -0.3
C 2.41488 -0.63540 0.09655 0.1 0.1 -0.2
C 1.34918 -0.21640 -0.89771 -0.1 0.2 0.1
C 1.30391 1.07952 -1.39152 0.1 -0.1 0.1
C 0.36083 1.43161 -2.34108 0.0 0.1 -0.1
C -0.55024 0.49452 -2.79456 0.1 0.1 -0.1
C -0.52231 -0.79483 -2.29101 0.0 -0.1 0.0
C 0.42955 -1.15194 -1.35518 0.0 0.1 0.0
C 3.33268 -1.61798 -0.59942 0.1 0.0 0.2
C 3.34201 -2.96288 -0.26317 -0.1 0.1 0.1
C 4.16815 -3.84384 -0.93996 0.0 -0.1 -0.1
C 4.98485 -3.38963 -1.96017 0.0 -0.1 0.0
C 4.97560 -2.04707 -2.30145 0.0 0.1 -0.1
C 4.15329 -1.16545 -1.62538 0.0 0.0 0.1
C -0.78989 0.66484 3.12886 0.1 -0.3 -0.3
N -2.03357 1.36251 2.92781 -0.1 0.0 0.0
C -1.97793 2.71971 2.43874 0.1 0.2 -0.1
C -1.72922 2.84491 0.93030 0.0 0.0 0.3
C -2.61633 1.90399 0.16155 0.1 0.1 0.0
C -2.84277 2.11309 -1.19333 -0.1 0.0 0.0
C -3.63615 1.24919 -1.92269 0.0 0.1 -0.1
C -4.20217 0.14838 -1.30165 -0.1 -0.1 0.0
C -3.99061 -0.06050 0.04705 0.0 0.0 0.0
C -3.20850 0.81356 0.79209 0.0 0.0 -0.1
C -3.08178 0.60199 2.28088 -0.2 0.0 0.3
H -0.22812 -1.89939 1.27929 -0.1 0.1 0.0
H -0.27963 0.49450 1.00560 0.0 0.0 0.2
H 1.87706 0.59430 2.23608 0.0 0.0 0.0
H 1.41423 -0.85566 3.17013 0.0 0.1 0.0
H 3.00059 0.25382 0.38743 -0.1 -0.1 0.0
H 2.01317 1.81520 -1.03599 0.1 0.1 0.0
H 0.34017 2.44015 -2.72741 0.0 0.1 0.0
H -1.27966 0.76695 -3.54108 -0.1 0.0 0.0
H -1.23859 -1.52523 -2.63547 -0.1 -0.1 0.0
H 0.47358 -2.16376 -0.97869 0.0 -0.1 0.0
H 2.70925 -3.31017 0.53814 0.0 0.0 0.1
H 4.17174 -4.88954 -0.66892 0.0 -0.1 0.0
H 5.62806 -4.07795 -2.48825 0.1 -0.1 0.0
H 5.61129 -1.68614 -3.09674 0.1 0.0 -0.1
H 4.14364 -0.11871 -1.89471 0.0 0.1 0.0
H -0.95928 -0.08675 3.90919 0.2 0.0 0.0
H -0.05999 1.38702 3.50361 0.0 0.0 0.0
H -2.94822 3.17361 2.67073 0.1 0.1 0.0
H -1.20993 3.26247 2.99613 -0.1 0.0 0.0
H -0.68232 2.61792 0.70223 0.0 0.1 0.0
H -1.91219 3.87393 0.61068 0.0 0.0 0.0
H -2.39396 2.97137 -1.67398 0.1 0.1 -0.1
H -3.81600 1.43298 -2.97216 0.0 0.0 -0.1
H -4.81423 -0.53926 -1.86713 -0.1 -0.1 0.0
H -4.43947 -0.91084 0.54025 -0.1 -0.1 0.1
H -4.03754 0.89674 2.74110 0.0 -0.1 -0.1
H -2.92151 -0.45598 2.48895 -0.1 0.0 0.0
```
Positions in Å, forces in eV/Å.

Total charge: 0
M: 373.50 g/mol
SMILES string: O[C@H](COC(c1ccccc1)c1ccccc1)CN1CCc2ccccc2C1
HOMO energy: -8.1 eV

From a Mulliken analysis of the wavefunction, the atomic charges in e read: O -0.606; C 2.230; C -0.954; O -0.296; C -0.502; C 0.487; C 0.083; C -0.786; C -0.378; C -0.990; C -0.097; C -0.107; C -0.217; C -0.706; C -0.382; C -0.776; C -0.287; C -1.593; N 0.254; C -1.144; C -0.970; C 1.255; C -0.738; C -0.596; C -0.673; C -1.064; C 1.663; C -2.028; H 0.447; H -1.007; H 0.355; H 0.272; H 0.622; H 0.418; H 0.442; H 0.500; H 0.421; H 0.507; H 0.433; H 0.390; H 0.388; H 0.396; H 0.393; H 0.426; H 0.333; H 0.373; H 0.455; H 0.089; H 0.608; H 0.390; H 0.486; H 0.422; H 0.425; H 0.430; H 0.503

***

(3)
DFT (wB97M-V/def2-TZVPD) results for a structure of composition C11H17Cl2HoRu at a distorted geometry.

```
32
Properties=species:S:1:pos:R:3:forces:R:3
Ho 1.14462 -0.69473 -1.34252 -0.1 0.6 -1.5
Cl 2.54573 -2.61030 -0.67970 0.2 -0.4 0.2
C 2.32275 1.03856 -2.42644 0.3 -0.1 0.0
C -0.34615 -1.05105 -3.14951 0.2 -0.3 0.0
H 1.87829 1.19985 -3.42326 0.1 -0.1 0.2
H 2.41595 2.02880 -1.96566 0.1 0.0 0.0
H 3.35321 0.67216 -2.60884 -0.2 0.2 0.0
H -0.05939 -0.37218 -3.97231 0.0 -0.2 0.2
H -1.43936 -0.98992 -3.06620 0.1 -0.1 0.1
H -0.10565 -2.07769 -3.50170 -0.2 0.3 0.0
Ru -0.74643 1.06498 0.36242 0.8 -1.0 1.1
C -1.09680 -0.97782 0.24816 -0.3 -0.3 0.5
C -1.71838 2.01223 -0.88500 -1.3 1.0 -3.9
H -2.13605 -0.86042 -0.07818 0.0 -0.5 -0.2
H -0.61816 -1.79423 -0.33223 -0.5 0.4 0.4
H -1.11066 -1.25386 1.31065 0.1 -0.2 -0.2
H -2.26148 1.49239 -1.71268 0.1 0.2 0.7
H -1.70501 3.08927 -1.11560 -0.3 -0.2 0.7
Cl -0.77309 2.95944 1.88160 0.0 0.5 1.0
C 0.14740 1.85050 2.92046 0.6 -0.7 1.1
C -0.15312 1.71287 4.28078 0.3 -0.2 -0.5
C 0.54447 0.74557 5.02566 -0.2 0.5 -0.5
C 1.52530 -0.03108 4.40143 0.0 -0.2 0.1
C 1.78771 0.07061 3.04324 -0.7 0.8 -0.3
C 1.09548 1.04097 2.26908 0.4 -0.4 0.5
C 1.31322 1.17979 0.80674 0.7 -0.3 0.1
H -0.91888 2.34204 4.72274 0.1 -0.1 0.0
H 0.31066 0.60306 6.08050 0.1 0.1 -0.3
H 2.10369 -0.73077 4.99903 -0.2 0.0 -0.1
H 2.50652 -0.56831 2.52799 -0.1 0.2 0.3
H 2.08549 0.48010 0.44847 0.1 0.4 0.4
H 1.61182 2.19358 0.51857 -0.1 -0.2 -0.1
```
Positions in Å, forces in eV/Å.

<S²>: 20.03
Total charge: 0
2S+1: 9
M: 486.16 g/mol
HOMO energy (spin up / spin down): -7.1 / -8.0 eV

From a Mulliken analysis of the wavefunction, the atomic charges in e read: Ho 0.659; Cl -0.504; C -1.227; C -1.247; H 0.335; H 0.264; H 0.316; H 0.330; H 0.289; H 0.332; Ru 0.309; C -1.172; C -0.852; H 0.395; H 0.432; H 0.399; H 0.280; H 0.332; Cl -0.215; C 0.695; C -0.602; C -0.486; C -0.553; C -0.823; C 0.637; C -0.835; H 0.428; H 0.372; H 0.377; H 0.389; H 0.655; H 0.290

***

(4)
DFT (wB97M-V/def2-TZVPD) results for a cluster of 2 separate species, C4H6NO in total at a distorted geometry.

```
12
Properties=species:S:1:pos:R:3:forces:R:3
C -1.63621 1.51001 -3.18286 -0.1 1.0 0.0
C 0.54683 -0.60925 0.39407 3.3 -0.6 -3.5
C -1.40820 -0.66098 -2.14768 -0.5 1.4 -0.6
C 0.56765 -0.19679 1.76287 -2.0 0.8 1.2
N -1.77255 0.40523 -2.64369 1.4 -1.8 1.1
O -0.32653 -0.23508 -0.39482 -0.5 -0.7 0.2
H -2.14947 2.46259 -2.96613 -0.1 -0.7 -0.1
H 1.59366 -1.09286 -0.03134 -2.7 0.6 0.7
H -1.58792 -1.71063 -1.98434 0.1 0.2 0.4
H 1.10734 -0.75890 2.47155 1.2 -1.0 0.2
H -0.48497 -0.31858 2.12287 0.6 1.2 -0.1
H 1.02817 0.82223 1.74659 -0.8 -0.4 0.2
```
Positions in Å, forces in eV/Å.

Total charge: +1
M: 84.10 g/mol
HOMO energy (spin up / spin down): -14.1 / -14.2 eV

From a Mulliken analysis of the wavefunction, the atomic charges in e read: C -0.049; C 0.282; C 0.220; C -0.875; N -0.034; O -0.473; H 0.316; H 0.302; H 0.390; H 0.360; H 0.282; H 0.279

***

(5)
DFT (wB97M-V/def2-TZVPD) results for a cluster of 5 separate species, C6H23NO5 in total at a distorted geometry.

```
35
Properties=species:S:1:pos:R:3:forces:R:3
C -1.12897 2.29985 -0.01161 1.8 0.6 1.6
C -1.61822 2.04500 -1.37726 -3.3 -1.3 -2.0
N -1.67179 0.59204 -1.87249 3.4 2.2 0.3
C -0.22251 0.40737 -2.22963 -1.0 -1.0 -1.2
C -2.23297 -0.30709 -0.86623 -0.7 0.7 -0.1
C -1.34328 -1.02173 0.18067 0.4 1.0 -0.2
C -0.38954 -2.04950 -0.42028 0.3 0.3 -0.6
O -0.18490 -3.11681 0.48601 -0.2 -0.9 1.2
H -0.05656 2.11388 0.20516 -0.4 -0.2 -0.6
H -1.65022 1.65865 0.69203 -0.2 0.1 0.1
H -1.23863 3.33209 0.35286 -0.4 -0.2 -0.4
H -1.32404 2.59051 -2.27106 1.0 0.4 0.5
H -2.69060 2.30934 -1.39339 0.1 0.1 0.4
H 0.04801 1.04083 -3.10900 -0.3 -0.4 0.8
H -0.02503 -0.61345 -2.50588 -0.2 -0.6 -0.6
H 0.48917 0.51099 -1.43823 0.4 0.8 0.8
H -2.82008 -1.01266 -1.47216 0.0 -0.2 0.6
H -2.91692 0.43700 -0.37268 0.0 -1.5 0.1
H -1.96198 -1.53715 0.90092 -0.4 -0.3 0.1
H -0.84066 -0.24743 0.77269 0.2 -0.4 -0.1
H -0.89172 -2.39223 -1.32345 0.2 -0.4 -0.2
H 0.60974 -1.65998 -0.66756 -0.5 0.2 -0.2
H 0.15086 -3.94097 0.10724 -0.3 0.5 -0.5
O 1.98333 2.07333 1.96950 0.6 0.0 -0.8
H 2.88561 1.76532 2.12976 -0.1 0.1 0.3
H 1.88216 1.87380 1.02145 -0.2 0.1 0.3
O 2.96042 -0.52883 -0.80025 0.0 0.4 1.0
H 3.58576 0.10557 -0.42937 0.1 0.1 -0.5
H 2.67592 -0.98633 0.03055 -0.1 -0.3 -0.8
O 2.25755 -2.27109 1.08492 0.2 -0.1 -0.4
H 2.81801 -2.24222 1.85988 -0.5 -0.4 0.4
H 1.41056 -2.76995 1.16964 0.4 0.6 0.5
O 0.28750 0.18443 2.94951 0.7 1.3 1.2
H 0.77338 1.01850 2.74021 -0.3 -0.7 -1.0
H 0.39063 0.33894 3.90753 -0.6 -0.9 -0.1
```
Positions in Å, forces in eV/Å.

Total charge: 0
M: 189.25 g/mol
SMILES string: CCN(C)CCCO.O.O.O.O
HOMO energy: -8.4 eV

From a Mulliken analysis of the wavefunction, the atomic charges in e read: C -0.527; C -0.782; N -0.001; C -1.096; C -1.138; C 0.503; C -0.282; O -0.701; H -0.125; H 0.227; H 0.425; H 0.459; H 0.391; H 0.322; H 0.376; H 0.387; H 0.341; H 0.504; H 0.439; H -0.404; H 0.374; H -0.051; H 0.326; O -0.681; H 0.317; H 0.312; O -0.603; H 0.304; H 0.366; O -0.681; H 0.258; H 0.395; O -0.596; H 0.343; H 0.300

***

(6)
DFT (wB97M-V/def2-TZVPD) results for a structure of composition C26H30BrNOPd.

```
60
Properties=species:S:1:pos:R:3:forces:R:3
Pd -1.86990 0.44995 -0.83253 0.3 -0.3 0.2
N -3.55811 1.02704 0.28450 -0.1 -0.4 0.0
C -4.13461 2.26574 -0.17312 0.1 0.0 -0.2
C -4.24492 3.33260 0.69912 -0.1 0.0 0.0
C -4.78139 4.53135 0.25085 0.0 0.0 0.1
C -5.20080 4.65124 -1.06200 0.0 0.0 -0.1
C -5.06396 3.58146 -1.93552 0.0 0.0 0.0
C -4.52055 2.37306 -1.51529 0.2 -0.1 0.1
C -4.26251 1.25444 -2.45986 0.1 -0.1 0.2
C -5.14238 0.97789 -3.50762 0.0 0.1 0.0
C -4.88300 -0.03996 -4.40849 0.0 0.0 0.0
C -3.73615 -0.80994 -4.27279 0.0 0.0 0.0
C -2.85802 -0.56414 -3.22667 -0.1 0.2 0.0
C -3.11383 0.46174 -2.32172 -0.1 0.3 -0.2
H -3.33067 1.07440 1.27278 0.0 -0.1 -0.1
H -4.20042 0.25038 0.13938 -0.1 0.1 0.1
H -3.92025 3.22998 1.72789 0.0 0.0 0.0
H -4.86617 5.36827 0.93079 0.0 0.0 0.0
H -5.61393 5.58560 -1.41749 0.0 0.0 0.0
H -5.34571 3.69267 -2.97467 0.0 0.0 0.0
H -6.04915 1.56370 -3.60396 0.0 0.0 0.0
H -5.57811 -0.23875 -5.21336 0.0 0.0 0.0
H -3.52563 -1.60428 -4.97749 0.0 0.0 0.0
H -1.96054 -1.16727 -3.11705 0.0 0.0 0.0
C 5.65923 0.05160 1.73334 0.0 0.0 0.0
C 5.12248 -0.33996 0.34912 0.0 0.0 0.0
C 5.63766 -1.74195 -0.00629 0.0 0.0 0.0
C 5.67654 0.64485 -0.68019 0.0 0.0 0.0
C 3.59627 -0.33699 0.37752 0.0 0.0 0.0
C 2.82795 0.51586 -0.38987 0.0 0.0 0.0
C 1.44795 0.45624 -0.29103 -0.1 -0.1 0.1
Br 0.42293 1.68558 -1.34843 0.0 -0.2 -0.3
C 0.73308 -0.41889 0.53890 0.0 0.0 -0.1
O -0.57280 -0.46602 0.57582 -0.1 0.4 0.1
C 1.53648 -1.29415 1.33408 0.0 0.1 0.0
C 2.91289 -1.22023 1.22480 0.0 0.0 0.0
C 0.85923 -2.29357 2.27531 0.0 0.0 0.0
C 1.87878 -3.13414 3.04909 0.0 0.0 0.0
C -0.01690 -3.26433 1.46859 0.0 0.0 0.0
C -0.00185 -1.55036 3.30737 0.0 0.0 0.0
H 6.75178 0.07595 1.72616 0.0 0.0 0.0
H 5.34483 -0.66220 2.49610 0.0 0.0 0.0
H 5.29446 1.03784 2.02579 0.0 0.0 0.0
H 6.72897 -1.73947 -0.06007 0.0 0.0 0.0
H 5.24807 -2.06603 -0.97305 0.0 0.0 0.0
H 5.34348 -2.48100 0.73970 0.0 0.0 0.0
H 6.76609 0.58268 -0.69674 0.0 0.0 0.0
H 5.40723 1.67523 -0.43980 0.0 0.0 0.0
H 5.31492 0.42057 -1.68560 0.0 0.0 0.0
H 3.27652 1.23169 -1.06378 0.0 0.0 0.0
H 3.50664 -1.88971 1.83090 0.0 0.0 0.0
H 2.50399 -3.73445 2.38498 0.0 0.0 0.0
H 1.34210 -3.81927 3.70793 0.0 0.0 0.0
H 2.53160 -2.51871 3.67172 0.0 0.0 0.0
H 0.58936 -3.81055 0.74245 0.0 0.0 0.0
H -0.80185 -2.73152 0.93764 0.0 0.0 0.0
H -0.47550 -3.99430 2.14088 0.0 0.0 0.0
H 0.61335 -0.87055 3.90136 0.0 0.0 0.0
H -0.45968 -2.27101 3.99006 0.0 0.0 0.0
H -0.78553 -0.97585 2.81957 0.0 0.0 0.0
```
Positions in Å, forces in eV/Å.

Total charge: 0
M: 558.86 g/mol
HOMO energy: -7.2 eV

From a Mulliken analysis of the wavefunction, the atomic charges in e read: Pd 0.023; N -0.641; C 0.952; C -0.792; C -0.611; C -0.702; C -0.733; C 0.830; C 0.575; C -0.582; C -0.672; C -0.660; C -0.361; C 0.309; H 0.228; H 0.289; H 0.327; H 0.383; H 0.386; H 0.438; H 0.444; H 0.375; H 0.377; H 0.463; C -1.618; C 2.168; C -1.650; C -2.187; C -0.534; C -0.597; C -0.307; Br -0.204; C 1.401; O -1.125; C -0.159; C -0.005; C 1.930; C -2.209; C -1.517; C -1.547; H 0.449; H 0.317; H 0.357; H 0.461; H 0.362; H 0.315; H 0.430; H 0.398; H 0.426; H 0.517; H 0.295; H 0.384; H 0.449; H 0.387; H 0.337; H 0.193; H 0.453; H 0.336; H 0.458; H 0.188